[1]
{"formula": "C33H45Cl2IN3ReSSbSi3", "method": "the ωB97M-V functional and the def2-TZVPD basis", "species": ["C", "H", "H", "C", "H", "H", "H", "H", "S", "C", "H", "C", "H", "H", "C", "H", "Cl", "C", "H", "H", "C", "H", "H", "C", "Si", "C", "H", "H", "C", "C", "Cl", "H", "H", "C", "C", "C", "H", "H", "H", "H", "H", "Re", "C", "H", "C", "H", "Si", "C", "I", "H", "H", "N", "C", "C", "H", "C", "H", "H", "C", "H", "N", "H", "C", "C", "C", "Sb", "H", "H", "C", "H", "H", "H", "H", "H", "C", "H", "C", "Si", "C", "C", "C", "N", "H", "C", "H", "C", "C", "H", "H", "H"], "positions_angstrom": [[-2.071, 5.649, -2.087], [2.047, -3.772, 2.220], [-3.532, -3.314, 0.195], [-0.972, -1.649, -0.737], [-2.024, -0.719, 2.830], [2.940, -4.635, 0.976], [-2.366, 1.073, -2.037], [2.018, 4.945, 1.871], [1.993, -0.121, -1.418], [1.654, 0.625, -4.089], [-3.695, 2.646, 4.272], [-0.217, -2.145, 0.446], [-0.296, 6.107, -3.221], [-0.402, -4.907, 2.562], [1.744, -3.305, -1.746], [-3.489, -4.330, 1.629], [4.870, -0.935, -2.386], [-2.192, 0.008, -1.916], [1.058, -2.811, -2.441], [-2.312, 2.937, -0.118], [0.304, 1.395, 0.923], [-3.609, 4.920, -0.759], [1.382, -1.399, 4.060], [2.008, 0.800, -5.408], [1.011, -3.606, -0.063], [0.566, -0.845, 3.590], [-3.752, -0.553, -3.241], [-2.530, -4.771, 0.221], [-0.141, 4.262, -2.154], [2.476, 2.038, 3.250], [0.029, 1.122, -3.584], [3.379, 2.637, 3.417], [-1.418, -3.636, -1.391], [-1.646, -2.591, -1.548], [-1.915, 3.635, -0.831], [-2.951, -0.889, -2.598], [3.101, -2.887, 1.096], [-2.611, 6.534, -2.401], [2.787, 0.992, 3.291], [3.054, 2.517, -0.593], [3.603, 0.535, -6.810], [0.184, 1.263, -1.110], [2.389, -3.712, 1.183], [-0.377, -1.325, 3.808], [3.283, 2.363, 0.459], [-0.595, -5.492, 0.510], [1.810, 2.521, 1.590], [-1.588, 2.487, 3.867], [1.847, 4.003, -2.677], [-3.151, -2.001, 3.271], [0.127, -3.470, 3.434], [-0.608, 2.159, 3.026], [-0.905, 1.654, 1.823], [-2.606, -2.238, -2.459], [0.993, -6.025, 0.007], [-0.793, 5.409, -2.563], [-3.112, -3.000, -3.039], [-1.278, 2.885, 4.827], [0.207, -5.287, -0.188], [5.161, -0.411, -5.131], [-1.167, -0.334, -1.072], [2.662, -2.717, -1.688], [3.761, -0.271, -3.527], [1.234, 4.285, 1.482], [-3.258, 1.794, 2.339], [1.113, -0.718, 1.526], [0.562, 0.175, 3.973], [2.001, -4.280, -2.174], [-2.584, -1.564, 2.440], [1.770, 2.233, 4.057], [-2.482, 0.934, 0.545], [1.310, 1.217, -6.122], [0.322, 4.476, 2.050], [-0.161, -5.482, -1.201], [-2.240, 1.431, 1.473], [3.777, 1.391, 0.550], [2.482, 0.103, -3.111], [-1.565, -2.903, 1.661], [3.287, 0.416, -5.782], [-2.934, 2.346, 3.564], [-0.728, -3.943, 2.954], [-0.686, 3.358, -1.326], [-3.313, -1.186, 1.716], [4.160, -0.115, -4.846], [4.005, 3.138, 0.743], [-2.630, 4.756, -1.188], [-2.873, -3.926, 0.815], [-1.468, -4.144, 3.737], [-4.294, 1.626, 2.068], [1.067, 4.565, 0.437]], "atomic_forces_ev_per_a": [[-0.005, 0.092, -0.060], [0.043, -0.012, -0.032], [0.013, -0.049, 0.076], [0.040, 0.025, 0.196], [-0.081, 0.017, 0.027], [-0.036, 0.057, 0.032], [-0.004, 0.011, 0.017], [-0.068, -0.060, -0.037], [0.053, 0.349, -0.311], [-0.205, 0.111, 0.068], [0.049, -0.021, -0.021], [-0.126, 0.181, -0.339], [-0.013, -0.008, -0.016], [0.006, 0.025, 0.058], [0.139, 0.034, -0.269], [0.037, 0.019, -0.067], [0.008, 0.015, 0.025], [0.043, -0.050, 0.156], [0.076, -0.066, 0.012], [-0.046, -0.115, 0.029], [-0.314, -0.125, 0.453], [0.038, -0.001, -0.020], [-0.053, 0.042, -0.007], [-0.069, 0.003, -0.055], [-0.100, 0.076, 0.040], [-0.054, 0.051, 0.027], [0.039, -0.029, 0.017], [-0.046, -0.023, 0.018], [0.127, 0.069, 0.157], [0.006, -0.007, 0.341], [0.041, -0.075, -1.238], [-0.052, -0.041, -0.015], [-0.036, 0.085, -0.017], [0.050, -0.099, 0.042], [0.174, 0.099, -0.232], [-0.061, -0.098, -0.037], [-0.024, -0.079, 0.016], [0.024, -0.019, 0.024], [0.042, 0.044, 0.037], [0.120, -0.041, 0.046], [-0.009, -0.008, 0.047], [0.435, -0.078, 1.642], [0.164, 0.006, 0.169], [-0.032, -0.011, 0.065], [0.190, -0.094, -0.234], [-0.051, -0.084, 0.066], [-0.225, -0.111, -0.251], [0.120, -0.034, -0.073], [0.043, -0.208, -0.042], [0.027, 0.017, -0.084], [0.007, -0.017, 0.025], [-0.104, 0.160, 0.049], [0.283, 0.015, -0.257], [-0.030, -0.025, -0.052], [-0.044, 0.052, -0.067], [-0.088, 0.033, 0.051], [0.027, 0.034, 0.036], [0.015, 0.005, -0.007], [-0.096, -0.158, -0.056], [-0.037, 0.003, 0.022], [-0.077, 0.363, -0.285], [-0.060, -0.090, -0.049], [0.100, -0.066, 0.025], [-0.122, 0.217, 0.030], [-0.046, -0.023, -0.031], [0.208, 0.154, -0.196], [-0.006, -0.055, -0.007], [-0.006, 0.069, 0.012], [-0.151, 0.238, 0.110], [0.110, -0.029, -0.035], [-0.035, 0.010, -0.031], [0.026, -0.008, 0.037], [0.049, 0.010, -0.043], [-0.003, 0.001, 0.079], [0.124, -0.129, -0.124], [-0.013, 0.062, 0.007], [-0.114, -0.047, 0.180], [0.114, 0.040, -0.109], [0.062, -0.019, -0.016], [-0.011, 0.040, 0.079], [0.087, -0.135, 0.120], [-0.483, -0.275, 0.006], [0.031, -0.005, 0.076], [-0.005, 0.007, -0.047], [-0.065, -0.086, 0.053], [-0.064, 0.037, 0.040], [-0.147, -0.187, -0.103], [0.059, 0.000, -0.060], [0.050, -0.004, -0.007], [0.014, 0.030, 0.101]], "mulliken_charge": [-0.41, 0.32, 0.34, -1.54, 0.18, 0.54, 0.46, 0.48, 0.06, 1.05, 0.51, 2.31, 0.51, 0.30, -1.04, 0.49, -0.16, -0.01, 0.26, 0.35, 1.89, 0.54, 0.55, -0.85, 0.98, -1.64, 0.56, 0.37, 0.11, -0.99, -0.08, 0.48, 0.52, -1.02, 0.07, -1.34, 0.35, 0.46, 0.21, -0.09, 0.43, -0.17, -1.30, 0.53, -0.95, 0.27, 0.62, -0.78, 0.29, 0.52, 0.26, -0.14, 0.51, -1.03, 0.50, -0.68, 0.57, 0.54, -1.22, 0.48, 0.64, 0.05, -0.03, -0.90, -0.74, -0.20, 0.42, 0.62, -0.86, 0.29, 0.73, 0.51, 0.29, 0.40, -1.19, 0.22, -0.25, 0.24, -0.56, -0.88, -0.97, 0.06, 0.26, -0.73, 0.49, -1.16, -1.25, 0.43, 0.53, 0.17], "relative_energy_ev": 0.000, "total_charge": 2, "multiplicity": 4}

[2]
{"formula": "C33H45GeI2NO4SiW", "method": "the ωB97M-V functional and the def2-TZVPD basis", "species": ["H", "I", "H", "W", "H", "H", "C", "H", "H", "H", "C", "O", "C", "Ge", "C", "C", "H", "H", "C", "H", "H", "H", "H", "C", "H", "N", "Si", "C", "C", "I", "C", "C", "C", "H", "H", "H", "C", "H", "C", "H", "H", "C", "H", "H", "H", "C", "C", "H", "C", "C", "C", "H", "H", "H", "H", "C", "H", "C", "H", "H", "C", "C", "H", "H", "O", "C", "H", "O", "C", "H", "C", "C", "C", "C", "C", "H", "H", "H", "H", "H", "H", "C", "H", "H", "H", "H", "C", "O"], "positions_angstrom": [[-1.219, -2.676, 2.973], [2.415, -4.590, 1.414], [2.848, -0.436, 2.187], [0.127, -0.087, 0.692], [-1.928, 1.007, 5.087], [-3.773, 3.577, -0.085], [3.904, 0.521, -1.644], [-0.470, -1.710, 5.671], [0.258, -0.147, 5.301], [1.190, 2.381, -0.931], [-1.600, -5.071, -0.170], [0.632, -1.875, 1.236], [2.744, 0.912, -0.979], [-0.828, 1.898, 2.663], [-1.113, 3.806, 0.202], [0.194, -0.632, -2.506], [-4.812, -1.747, -0.767], [2.045, -1.345, -5.943], [-0.147, -1.058, 4.858], [-2.303, 1.155, -1.673], [-1.054, -2.247, -5.904], [-3.175, 0.374, 3.986], [-0.731, -3.090, -4.387], [2.261, 0.075, 0.183], [2.163, 3.774, 2.126], [-1.676, -1.417, 0.310], [0.227, -0.804, -4.354], [-1.902, 2.520, -0.031], [2.097, 2.060, -1.424], [-2.724, -6.690, -0.842], [4.400, 1.254, -2.714], [-2.897, -1.102, -0.055], [-3.818, -2.061, -0.483], [-2.359, -2.575, 4.307], [4.008, 0.615, 1.385], [-1.453, 4.570, -0.497], [-3.342, 2.712, 0.421], [4.423, -0.376, -1.324], [-1.955, -2.033, 3.451], [2.270, -2.200, -4.413], [-3.963, 1.846, 0.187], [-0.008, -2.957, 0.764], [-0.223, 0.890, -6.102], [5.303, 0.928, -3.214], [3.302, 1.511, 4.047], [-3.449, -3.380, -0.555], [2.940, 0.426, 1.519], [2.891, 3.064, 0.669], [-1.317, -2.723, 0.285], [-1.319, -0.743, 3.941], [-2.362, 0.099, 4.663], [-4.144, -4.132, -0.904], [-2.789, -0.472, 5.487], [-0.811, 2.071, -1.854], [2.525, -0.956, -0.056], [-1.007, -2.126, -4.820], [0.098, -6.279, 0.240], [2.272, 1.510, 3.689], [0.640, -1.570, 4.301], [-3.392, 2.898, 1.496], [2.265, 1.626, 2.176], [-0.320, -5.282, 0.257], [-3.156, -0.053, -0.004], [-1.273, 4.198, 1.210], [-1.346, 1.439, 0.809], [0.179, -0.400, -1.308], [-1.281, 1.139, -4.710], [0.875, 1.535, 1.694], [2.810, 2.978, 1.749], [-2.009, -1.869, -4.468], [-2.151, -3.757, -0.161], [-1.837, 2.123, -1.493], [-0.265, 0.874, -5.011], [0.491, -4.225, 0.738], [2.582, 2.797, -2.494], [3.802, 3.122, 2.179], [-2.369, 2.872, -2.081], [-2.775, -1.833, 2.761], [4.122, 2.965, -3.982], [1.806, 0.580, 4.009], [2.664, -0.482, -4.528], [3.739, 2.395, -3.146], [2.055, 3.687, -2.819], [0.416, 1.643, -4.636], [-0.045, 3.657, 0.052], [1.761, 2.358, 4.156], [1.964, -1.251, -4.858], [-0.816, 0.019, 2.798]], "atomic_forces_ev_per_a": [[0.002, -0.009, -0.010], [-0.009, 0.000, -0.003], [0.007, -0.005, 0.009], [-0.416, 0.039, 0.408], [-0.003, 0.006, 0.004], [-0.009, -0.005, 0.003], [-0.007, -0.028, 0.027], [-0.005, 0.008, -0.005], [0.004, -0.001, 0.004], [-0.022, 0.013, 0.019], [-0.029, 0.005, -0.004], [0.045, 0.142, 0.078], [-0.061, 0.055, -0.008], [0.063, -0.063, -0.043], [-0.020, -0.011, 0.020], [-0.074, 0.008, -0.067], [0.005, 0.002, 0.005], [-0.008, 0.001, 0.007], [0.001, -0.008, -0.017], [0.000, -0.007, 0.000], [0.005, -0.003, 0.006], [-0.002, 0.004, 0.002], [-0.002, 0.012, -0.001], [0.129, -0.057, -0.030], [0.011, 0.008, -0.001], [0.098, -0.155, -0.127], [0.028, -0.009, -0.005], [-0.002, 0.016, -0.015], [0.030, -0.017, -0.039], [0.004, 0.000, 0.003], [0.002, 0.023, -0.022], [-0.015, 0.303, 0.032], [-0.144, -0.111, -0.051], [-0.001, 0.004, -0.007], [0.008, 0.004, -0.027], [0.000, -0.008, 0.003], [-0.040, 0.028, -0.007], [-0.007, 0.005, -0.008], [-0.004, 0.013, -0.020], [-0.003, 0.009, -0.007], [0.025, 0.014, 0.016], [-0.128, -0.023, -0.139], [-0.003, -0.003, 0.007], [-0.006, 0.003, 0.001], [-0.003, 0.002, -0.002], [-0.043, 0.029, -0.012], [-0.032, -0.022, 0.019], [-0.006, 0.007, 0.030], [0.233, -0.080, 0.013], [0.013, -0.019, 0.046], [0.002, -0.008, 0.004], [0.000, 0.009, -0.003], [-0.001, 0.004, -0.002], [-0.002, -0.009, -0.008], [0.000, -0.025, -0.002], [0.026, 0.022, -0.004], [-0.016, -0.001, -0.005], [-0.011, 0.027, 0.003], [0.004, 0.003, 0.004], [-0.010, -0.001, 0.005], [0.047, -0.014, 0.014], [0.011, -0.077, -0.003], [0.004, -0.061, -0.016], [0.008, 0.010, -0.007], [0.091, 0.032, -0.019], [-0.001, 0.045, -0.138], [0.006, -0.002, 0.001], [0.041, -0.073, -0.020], [-0.012, 0.023, -0.003], [0.009, 0.001, 0.002], [0.104, -0.007, 0.040], [-0.006, 0.001, -0.015], [0.018, -0.012, 0.015], [0.062, 0.017, 0.114], [-0.028, -0.004, 0.016], [0.004, -0.006, -0.005], [0.007, -0.002, 0.007], [0.006, 0.000, -0.012], [0.002, -0.003, 0.004], [-0.001, -0.006, -0.005], [-0.003, 0.001, 0.006], [0.018, -0.016, -0.004], [0.005, -0.007, 0.000], [-0.010, -0.019, -0.006], [0.014, -0.010, -0.004], [0.003, -0.007, 0.009], [-0.033, -0.003, 0.010], [0.028, 0.053, -0.064]], "mulliken_charge": [0.19, 0.06, 0.42, 2.53, 0.48, 0.47, -0.48, 0.48, 0.39, 0.02, -0.23, -0.35, 0.81, -0.50, -1.81, -0.44, 0.57, 0.38, -1.78, 0.04, 0.35, 0.39, 0.32, -1.65, 0.30, 0.76, -0.25, 1.22, 0.71, 0.11, -0.93, 0.28, -1.34, 0.64, 0.62, 0.58, -1.61, 0.52, -1.42, 0.30, 0.27, -0.77, 0.42, 0.44, 0.47, -1.12, -1.80, 0.28, 0.16, 1.51, -1.95, 0.30, 0.47, 0.10, 0.77, -1.02, 0.44, -1.91, 0.30, 0.30, 1.63, -0.19, -0.07, 0.44, 0.09, 1.62, 0.29, 0.12, -1.56, 0.31, 1.08, -1.15, -0.92, -0.25, -1.14, 0.47, 0.66, 0.27, 0.42, 0.19, 0.18, -0.64, 0.47, 0.24, 0.23, 0.39, -0.83, -0.17], "relative_energy_ev": 0.538, "total_charge": 1, "multiplicity": 2}